Record 1
{"formula": "C23H43Cl2IMgN3O4Si", "method": "the ωB97M-V functional and the def2-TZVPD basis", "total_charge": -1, "e_homo_ev": -4.27, "orbital_gap_ev": 6.5, "e_lumo_ev": 2.256, "symbols": ["C", "C", "H", "H", "H", "C", "C", "H", "H", "H", "H", "Mg", "Cl", "C", "O", "N", "C", "C", "H", "H", "H", "H", "H", "H", "H", "H", "H", "C", "C", "N", "H", "C", "O", "H", "H", "H", "H", "H", "H", "C", "C", "N", "H", "C", "O", "H", "H", "H", "H", "O", "C", "C", "C", "H", "C", "H", "C", "H", "C", "C", "H", "H", "H", "Si", "Cl", "C", "C", "C", "H", "H", "H", "H", "H", "H", "H", "H", "H", "I"], "xyz": [[-1.79977, -0.28913, -3.70385], [-1.17761, -1.41078, -2.95083], [-1.66866, -0.41827, -4.77903], [-1.33299, 0.65530, -3.40537], [-2.87520, -0.20681, -3.48854], [-0.68034, -2.52634, -3.49214], [-0.65248, -2.83129, -4.95260], [-0.28043, -3.31913, -2.84878], [-0.73174, -1.92220, -5.56031], [-1.46228, -3.52167, -5.23616], [0.29667, -3.32164, -5.20605], [0.17611, 0.64311, 0.74026], [1.06550, 3.70731, 0.80598], [-0.63847, -1.85984, 2.42653], [0.16525, -1.09781, 1.84970], [-0.23305, -2.90281, 3.15990], [1.18328, -3.21291, 3.32403], [-1.19695, -3.84521, 3.70835], [-1.73581, -1.72049, 2.34437], [1.78349, -2.32902, 3.10170], [1.47431, -4.04586, 2.66929], [1.33550, -3.54103, 4.35687], [-2.20769, -3.50105, 3.44251], [-1.08772, -3.89446, 4.80318], [-1.03227, -4.85531, 3.29801], [0.72801, 3.16684, 5.86382], [-1.38698, 4.64777, 5.04230], [1.03905, 3.19803, 4.80992], [-0.89468, 4.57210, 4.06220], [-0.14076, 3.32297, 3.96572], [1.57090, 2.28119, 4.54174], [-0.43924, 2.40867, 3.04403], [0.32312, 1.49962, 2.63124], [-1.64924, 4.58672, 3.26619], [-1.44152, 2.52162, 2.59691], [1.68488, 4.07812, 4.67900], [-0.21802, 5.43295, 3.94669], [1.64986, 0.06729, -2.89793], [2.45724, -2.63213, -2.55030], [2.52863, 0.25701, -2.26747], [3.28121, -2.06033, -2.09386], [2.78673, -0.88279, -1.40619], [2.36331, 1.15173, -1.66812], [2.68988, -0.82364, -0.06491], [2.21846, 0.15508, 0.55937], [3.82179, -2.70548, -1.39115], [3.05851, -1.72460, 0.46454], [3.38428, 0.38988, -2.94010], [3.94887, -1.74314, -2.90490], [-0.13563, -0.38396, -1.06704], [-1.10295, -1.23455, -1.43771], [0.26959, -3.11735, -0.45141], [-0.99084, -2.56987, -0.67136], [1.14502, -2.51226, -0.72357], [0.36181, -4.42158, 0.03667], [-2.08847, -0.80627, -1.15058], [-2.15423, -3.23695, -0.29944], [1.35621, -4.85073, 0.16919], [-0.79871, -5.15124, 0.31257], [-2.05741, -4.54993, 0.16405], [-3.09930, -2.69356, -0.42422], [-0.71196, -6.19587, 0.63383], [-2.96985, -5.10055, 0.39650], [-0.00164, 4.16626, -1.06230], [-0.08586, 2.13383, -1.69203], [1.62149, 5.05525, -1.61590], [-1.60147, 4.49092, -0.07799], [-0.93727, 5.10515, -2.50488], [2.42918, 4.33504, -1.79654], [1.98210, 5.73190, -0.82634], [1.50787, 5.64956, -2.53125], [-0.37908, 5.07110, -3.44829], [-1.02280, 6.15026, -2.16245], [-1.94601, 4.67631, -2.63734], [-1.94768, 3.60561, 0.46070], [-2.44124, 4.81577, -0.69644], [-1.41600, 5.29455, 0.63610], [-2.83577, 0.94499, 0.77174]]}

=====

Record 2
{"formula": "C23H43HgO19S5", "method": "the ωB97M-V functional and the def2-TZVPD basis", "total_charge": -1, "e_homo_ev": -4.01, "orbital_gap_ev": 6.0, "e_lumo_ev": 1.961, "symbols": ["Hg", "O", "C", "O", "O", "H", "O", "C", "O", "O", "H", "O", "C", "O", "O", "H", "C", "C", "C", "S", "O", "O", "C", "H", "H", "H", "H", "H", "H", "H", "H", "C", "C", "C", "S", "O", "O", "C", "H", "H", "H", "H", "H", "H", "H", "H", "C", "C", "C", "S", "O", "O", "C", "H", "H", "H", "H", "H", "H", "H", "H", "C", "C", "C", "S", "O", "O", "C", "H", "H", "H", "H", "H", "H", "H", "H", "C", "C", "C", "S", "O", "O", "C", "H", "H", "H", "H", "H", "H", "H", "H"], "xyz": [[8.87952, -13.40703, -6.31290], [7.81515, -17.49421, -4.30355], [7.88814, -16.76161, -5.40363], [7.73603, -17.42871, -6.44094], [8.15456, -15.53572, -5.47549], [7.28636, -18.21133, -4.66092], [12.00174, -14.58096, -9.13756], [10.88319, -15.21363, -8.73603], [10.00558, -14.72092, -8.07781], [10.88385, -16.42205, -8.85483], [12.29620, -15.31407, -9.68295], [6.69830, -13.12626, -10.13386], [7.04357, -13.95228, -9.12885], [7.46353, -13.36132, -8.12229], [7.16260, -15.17152, -9.26225], [6.41754, -13.89178, -10.64057], [8.95157, -14.56622, -0.28227], [10.49545, -14.61948, -0.68348], [10.76983, -13.28526, -1.38151], [9.32157, -13.05210, -2.37871], [9.56206, -13.42485, -3.74867], [8.81242, -11.71918, -2.08710], [8.22074, -14.31140, -1.56323], [8.62239, -13.98546, 0.57940], [8.67924, -15.49054, 0.22718], [10.51490, -15.43065, -1.41131], [11.13067, -14.87429, 0.16486], [11.68089, -13.19825, -1.97354], [10.78421, -12.50566, -0.61985], [8.20967, -15.25796, -2.10360], [7.18247, -13.98248, -1.51973], [14.24636, -12.31864, -8.18797], [14.94815, -12.77844, -6.81991], [13.84838, -13.33247, -5.91005], [12.43157, -12.21316, -6.06220], [12.66375, -11.02897, -5.22163], [11.14999, -12.88700, -6.06915], [12.84754, -11.75962, -7.81334], [13.91245, -13.27675, -8.58625], [14.80506, -11.73369, -8.91858], [15.32792, -11.79736, -6.53465], [15.78888, -13.44335, -7.01784], [14.10199, -13.55730, -4.87409], [13.53876, -14.26249, -6.38681], [12.95854, -10.68411, -7.95149], [12.08593, -12.24666, -8.42230], [11.16641, -8.21629, -5.58404], [10.25235, -7.96991, -4.35608], [9.59423, -9.37503, -4.07817], [8.98144, -9.79035, -5.70719], [7.80317, -8.99934, -6.04659], [8.98786, -11.26542, -5.88570], [10.37708, -9.03121, -6.60768], [12.12745, -8.70994, -5.43977], [11.40484, -7.18193, -5.83171], [9.52606, -7.20643, -4.63485], [10.65086, -7.57706, -3.42069], [8.73836, -9.50895, -3.41661], [10.40257, -10.10050, -3.98680], [9.92695, -8.37249, -7.35034], [11.05902, -9.56689, -7.26805], [2.93924, -12.22091, -5.06080], [3.37761, -10.81871, -4.56841], [4.83551, -10.93327, -4.01261], [5.39225, -12.64697, -4.16190], [5.01679, -13.39472, -2.93425], [6.74829, -12.71675, -4.73273], [4.19004, -12.98159, -5.47450], [2.24148, -12.17401, -5.89688], [2.41396, -12.72017, -4.24660], [2.70459, -10.28511, -3.89727], [3.53916, -10.09521, -5.36750], [5.00094, -10.60000, -2.98807], [5.44868, -10.35174, -4.70104], [4.03369, -14.05873, -5.53316], [4.78509, -12.72897, -6.35212], [9.57097, -11.51850, -12.30754], [8.37218, -10.64858, -11.91220], [8.50101, -10.30887, -10.30756], [10.03484, -11.13470, -9.63932], [9.65593, -11.83517, -8.38452], [11.13765, -10.15967, -9.68670], [10.03925, -12.33765, -11.15885], [10.26808, -10.81559, -12.76367], [9.28046, -12.15512, -13.14324], [7.49120, -11.14234, -12.32231], [8.27679, -9.75632, -12.53097], [7.69924, -10.72801, -9.69962], [8.46460, -9.26818, -9.98549], [9.34482, -13.16546, -11.01530], [10.98917, -12.86491, -11.07084]]}

=====

Record 3
{"formula": "C23H43LaN2OP3S", "method": "the ωB97M-V functional and the def2-TZVPD basis", "total_charge": 3, "e_homo_ev": [-16.70, -16.70], "orbital_gap_ev": [4.0, 4.8], "e_lumo_ev": [-12.671, -11.886], "symbols": ["La", "P", "P", "P", "H", "C", "C", "H", "C", "C", "C", "C", "C", "C", "C", "C", "C", "H", "H", "H", "H", "H", "H", "H", "H", "H", "H", "H", "H", "H", "H", "H", "H", "H", "H", "H", "H", "H", "H", "H", "H", "H", "H", "H", "H", "H", "C", "C", "C", "C", "C", "C", "S", "H", "H", "H", "H", "H", "H", "N", "C", "O", "C", "C", "C", "N", "C", "C", "H", "H", "H", "H", "H", "H"], "xyz": [[0.42123, -0.74064, 0.02094], [-0.57282, 1.73407, 1.55489], [-2.53730, -0.26972, -0.31989], [2.50387, 1.46688, 0.12470], [0.49726, -1.89681, -6.99472], [1.51723, -2.12389, -6.66416], [1.76076, -3.08798, -5.76406], [0.93945, -3.65478, -5.29031], [-1.13224, 3.19835, 0.59747], [-2.05030, 1.43989, 2.60236], [0.50521, 2.52579, 2.80709], [-2.64039, -1.58245, -1.59911], [-4.00646, -0.72804, 0.66855], [-3.17782, 1.12256, -1.34870], [3.72061, 0.97995, -1.16262], [3.65030, 1.80878, 1.51227], [2.16137, 3.17368, -0.48901], [2.32783, -1.55281, -7.13566], [2.78916, -3.39899, -5.52003], [-1.38191, 4.01386, 1.28693], [-2.02001, 2.94597, 0.01109], [-0.34364, 3.52994, -0.08528], [-2.17016, 2.30245, 3.26832], [-1.91307, 0.53551, 3.20777], [-2.95480, 1.33086, 1.99248], [-0.11919, 3.18395, 3.42521], [1.29355, 3.12459, 2.33835], [0.95753, 1.76177, 3.45036], [-3.64070, -1.62805, -2.05007], [-2.37349, -2.56978, -1.19679], [-1.92388, -1.29868, -2.37731], [-4.88093, -0.16186, 0.32178], [-3.82531, -0.52465, 1.72985], [-4.20102, -1.80064, 0.53792], [-4.06466, 0.78943, -1.90596], [-2.40041, 1.44227, -2.05659], [-3.46618, 1.96424, -0.70782], [4.46052, 1.78831, -1.26333], [3.21949, 0.80758, -2.12523], [4.22855, 0.05733, -0.85555], [4.54315, 2.32442, 1.13297], [3.96158, 0.85493, 1.95765], [3.18459, 2.42386, 2.28979], [3.09549, 3.60496, -0.87206], [1.77125, 3.82235, 0.30404], [1.43265, 3.11543, -1.30787], [0.59374, -1.12802, -3.52341], [0.80372, 0.09180, -4.21091], [-0.19046, 0.59260, -5.04588], [-1.36681, -0.13287, -5.23826], [-1.48752, -1.43437, -4.74552], [-0.50823, -1.93757, -3.90461], [1.70658, -1.70257, -2.36402], [0.20823, 0.71425, -1.48629], [1.73692, 0.61532, -4.04993], [-0.06756, 1.57107, -5.52718], [-2.20045, 0.31188, -5.77195], [-2.36088, -2.05194, -4.98288], [-0.58888, -2.93791, -3.46520], [1.32527, -2.42650, 7.48728], [0.26935, -2.70682, 6.65610], [-0.62021, -3.48442, 6.98798], [0.26532, -2.07072, 5.29306], [1.29262, -1.25648, 4.79133], [1.26476, -0.83090, 3.46909], [0.26435, -1.16752, 2.60069], [-0.79975, -1.86084, 3.11368], [-0.82897, -2.30362, 4.43677], [1.28874, -2.85304, 8.40435], [1.95567, -1.64704, 7.35316], [2.13659, -0.94736, 5.41928], [2.08123, -0.22672, 3.03542], [-1.62351, -2.08933, 2.42674], [-1.69583, -2.85455, 4.79041]]}

=====

One value per record, in order, for largest force on an atom: 2.88, 5.90, 2.17 eV/A.